P | Below is a structure of composition C4H13N3, with properties calculated with ωB97M-V/def2-TZVPD.

Output
* HOMO-LUMO gap: 9.3 eV
* LUMO level: 1.022 eV
* highest occupied orbital energy: -8.264 eV
* spin multiplicity: 1

Positions of all 20 atoms, in Å:
C (-0.89, 1.28, -0.07)
C (0.18, 1.01, 0.92)
C (1.28, 2.00, 1.17)
N (-1.16, 1.39, 1.35)
N (-1.40, 0.22, -0.89)
H (-1.70, 0.62, 1.73)
H (-0.89, 2.23, -0.59)
H (0.48, -0.04, 1.03)
H (-2.34, 0.44, -1.20)
H (-1.43, -0.65, -0.37)
H (1.67, 1.88, 2.18)
H (2.09, 1.85, 0.47)
H (0.90, 3.01, 1.07)
C (0.81, -2.06, -0.40)
N (0.92, -1.42, -1.53)
H (0.24, -0.70, -1.74)
H (1.64, -1.58, -2.24)
H (-0.70, -3.06, -0.26)
H (1.61, -2.81, -0.29)
H (-1.33, -3.60, -0.34)

Want to see where the charge sits? The Mulliken charges in e are: -0.068 0.177 -1.324 -0.728 -0.585 0.274 0.389 0.454 0.228 0.202 0.306 0.293 0.351 -0.707 -0.037 0.320 0.216 -0.403 0.322 0.323

Q | Below is a cluster of 3 separate species, C4H13N3 in total, with properties calculated with ωB97M-V/def2-TZVPD.

Output
* HOMO-LUMO gap: 9.7 eV
* SMILES: [H]/N=C\C.C=N.CN
* LUMO level: 1.122 eV
* highest occupied orbital energy: -8.613 eV
* spin multiplicity: 1

Positions of all 20 atoms, in Å:
H (1.87, -0.29, 0.99)
N (1.61, 0.06, 0.07)
C (0.93, 1.15, 0.09)
C (0.80, 2.08, 1.25)
H (0.80, 1.62, -0.88)
H (0.99, 1.56, 2.20)
H (1.49, 2.91, 1.14)
H (-0.21, 2.48, 1.28)
C (0.57, -2.52, -2.32)
N (0.17, -1.56, -1.62)
H (1.60, -2.89, -2.37)
H (-0.14, -3.06, -2.96)
H (0.89, -1.04, -0.93)
C (-1.68, -0.28, 1.11)
N (-1.31, 0.44, -0.10)
H (-0.79, -0.79, 1.49)
H (-2.45, -1.04, 0.94)
H (-2.03, 0.42, 1.87)
H (-2.09, 1.00, -0.44)
H (-1.03, -0.24, -0.83)

Want to see where the charge sits? The Mulliken charges in e are: 0.190 -0.660 0.288 -1.146 0.281 0.300 0.346 0.295 -0.363 -0.469 0.215 0.248 0.228 -0.865 -0.446 0.254 0.330 0.323 0.227 0.424

Q is the most stable structure; the next one sits 208.5 kJ/mol above it.

P | Below is the molecule C4H13N3, with properties calculated with ωB97M-V/def2-TZVPD.

Output
* HOMO-LUMO gap: 8.7 eV
* SMILES: NCCNCCN
* LUMO level: 0.869 eV
* highest occupied orbital energy: -7.875 eV
* spin multiplicity: 1

Positions of all 20 atoms, in Å:
N (1.64, 1.06, 0.57)
C (2.03, 0.04, -0.39)
C (1.07, 0.09, -1.45)
N (-0.24, -0.60, -1.01)
C (-1.61, -0.49, -0.75)
C (-2.09, -0.39, 0.83)
N (-1.39, 0.48, 1.81)
H (2.11, 1.89, 0.34)
H (1.92, 0.68, 1.53)
H (3.01, 0.36, -0.73)
H (2.04, -0.90, 0.16)
H (1.26, -0.42, -2.27)
H (0.99, 1.17, -1.67)
H (0.07, -1.46, -0.47)
H (-2.16, -1.28, -1.23)
H (-1.97, 0.45, -1.24)
H (-2.28, -1.46, 1.21)
H (-3.06, 0.14, 0.83)
H (-0.90, -0.25, 2.43)
H (-0.44, 0.87, 1.50)

Want to see where the charge sits? The Mulliken charges in e are: -0.508 -0.600 -0.706 -0.228 -0.633 -0.512 -0.678 0.175 0.232 0.312 0.436 0.452 0.282 0.139 0.342 0.319 0.307 0.258 0.282 0.331

Q | Below is the molecule C4H13N3, with properties calculated with ωB97M-V/def2-TZVPD.

Output
* HOMO-LUMO gap: 10.0 eV
* SMILES: NCC[C@H](N)CN
* LUMO level: 1.071 eV
* highest occupied orbital energy: -8.949 eV
* spin multiplicity: 1

Positions of all 20 atoms, in Å:
N (1.39, 1.48, -1.89)
C (0.34, 1.74, -0.97)
C (0.53, 0.85, 0.25)
C (-0.24, -0.48, -0.02)
N (-1.55, 0.16, 0.27)
C (0.27, -1.44, 1.13)
N (-0.36, -2.76, 1.29)
H (2.29, 1.83, -1.57)
H (1.04, 1.71, -2.80)
H (-0.56, 1.20, -1.49)
H (-0.02, 2.79, -0.76)
H (1.60, 0.37, 0.35)
H (0.25, 1.30, 1.21)
H (-0.41, -1.08, -0.91)
H (-2.33, -0.47, 0.18)
H (-1.71, 0.91, -0.41)
H (1.33, -1.70, 1.10)
H (0.01, -0.77, 2.02)
H (-0.63, -2.74, 2.24)
H (-1.25, -2.90, 0.76)

Want to see where the charge sits? The Mulliken charges in e are: -0.532 -0.313 -0.599 0.140 -0.644 -0.677 -0.657 0.189 0.204 0.173 0.296 0.279 0.376 0.303 0.220 0.160 0.269 0.307 0.268 0.239

R | Below is the molecule C4H13N3, with properties calculated with ωB97M-V/def2-TZVPD.

Output
* HOMO-LUMO gap: 9.8 eV
* SMILES: NCCCNCN
* LUMO level: 1.017 eV
* highest occupied orbital energy: -8.773 eV
* spin multiplicity: 1

Positions of all 20 atoms, in Å:
N (-0.09, 0.54, -3.38)
C (-0.69, 1.01, -2.02)
C (0.31, 1.10, -0.80)
C (0.68, -0.17, -0.11)
N (-0.23, -0.32, 1.06)
C (0.54, -0.96, 2.13)
N (-0.41, -1.25, 3.15)
H (0.18, -0.48, -3.17)
H (-0.91, 0.56, -3.98)
H (-1.58, 0.35, -1.70)
H (-0.94, 2.07, -2.21)
H (-0.01, 1.98, -0.21)
H (1.24, 1.57, -1.25)
H (0.60, -1.20, -0.70)
H (1.64, -0.12, 0.38)
H (-0.66, 0.53, 1.34)
H (1.29, -0.24, 2.56)
H (1.17, -1.71, 1.69)
H (-0.63, -0.33, 3.57)
H (-1.25, -1.58, 2.63)

Want to see where the charge sits? The Mulliken charges in e are: -0.626 -0.541 -0.817 -0.296 -0.402 -0.579 -0.703 0.257 0.251 0.272 0.357 0.382 0.298 0.135 0.385 0.260 0.327 0.431 0.279 0.330

S | Below is the molecule C4H13N3, with properties calculated with ωB97M-V/def2-TZVPD.

Output
* HOMO-LUMO gap: 10.0 eV
* SMILES: NCCCNCN
* LUMO level: 1.064 eV
* highest occupied orbital energy: -8.985 eV
* spin multiplicity: 1

Positions of all 20 atoms, in Å:
N (-0.92, -0.84, -2.92)
C (-0.83, 0.08, -1.78)
C (-0.79, -0.69, -0.45)
C (0.60, -0.75, 0.16)
N (1.11, 0.58, 0.51)
C (0.39, 1.28, 1.53)
N (0.79, 0.80, 2.90)
H (-0.41, -1.69, -2.70)
H (-0.50, -0.48, -3.77)
H (-0.01, 0.79, -1.85)
H (-1.76, 0.66, -1.81)
H (-1.58, -0.32, 0.20)
H (-1.09, -1.70, -0.74)
H (1.30, -1.10, -0.60)
H (0.69, -1.49, 0.97)
H (2.05, 0.45, 0.86)
H (0.73, 2.32, 1.53)
H (-0.68, 1.18, 1.42)
H (0.75, -0.21, 2.92)
H (0.15, 1.12, 3.62)

Want to see where the charge sits? The Mulliken charges in e are: -0.621 -0.338 -0.765 -0.663 -0.337 -0.318 -0.639 0.210 0.228 0.340 0.234 0.302 0.459 0.339 0.319 0.260 0.293 0.268 0.213 0.217

S is the most stable structure; the next one sits 107.7 kJ/mol above it.

P | Below is the ion C3H3OS with charge +1, with properties calculated with ωB97M-V/def2-TZVPD.

Output
* charge: +1
* HOMO-LUMO gap (spin up / spin down): 8.0 / 8.0 eV
* LUMO level (spin up / spin down): -8.062 / -8.061 eV
* highest occupied orbital energy (spin up / spin down): -16.018 / -16.018 eV
* spin multiplicity: 1

Positions of all 8 atoms, in Å:
C (0.00, 0.12, -0.12)
C (1.13, 0.86, -0.30)
C (-1.26, -0.12, -0.21)
O (-0.27, 2.24, -1.69)
S (1.14, 2.23, -1.36)
H (-2.16, -0.57, 0.42)
H (2.10, 0.61, 0.10)
H (-1.28, -0.97, -0.90)

Want to see where the charge sits? The Mulliken charges in e are: 0.257 -0.367 -0.345 -0.282 0.664 0.384 0.411 0.279

Q | Below is the ion C3H3OS with charge +1, with properties calculated with ωB97M-V/def2-TZVPD.

Output
* charge: +1
* HOMO-LUMO gap: 9.9 eV
* LUMO level: -6.303 eV
* highest occupied orbital energy: -16.229 eV
* spin multiplicity: 1

Positions of all 8 atoms, in Å:
C (-0.10, 0.41, 0.59)
C (-0.63, -0.86, 0.43)
C (0.69, 0.83, -0.47)
O (0.59, -0.29, -1.47)
S (-0.17, -1.52, -0.98)
H (-0.43, 0.94, 1.51)
H (-1.09, -1.27, 1.38)
H (1.14, 1.76, -0.99)

Want to see where the charge sits? The Mulliken charges in e are: -0.330 0.096 0.017 -0.189 0.360 0.326 0.343 0.375

Q is the most stable structure; the next one sits 294.3 kJ/mol above it.

P | Below is a cluster of 2 separate species, C6H10Br2O3 in total, with properties calculated with ωB97M-V/def2-TZVPD.

Output
* HOMO-LUMO gap (spin up / spin down): 8.3 / 8.3 eV
* LUMO level (spin up / spin down): -0.129 / -0.130 eV
* highest occupied orbital energy (spin up / spin down): -8.441 / -8.440 eV
* spin multiplicity: 1

Positions of all 21 atoms, in Å:
C (-0.46, -0.70, -1.61)
C (1.03, 1.51, 1.53)
C (-0.49, 1.65, 1.10)
C (-0.78, 1.34, -0.32)
C (-1.13, -0.11, -0.48)
C (1.24, -2.12, -0.70)
O (-0.65, -0.84, -2.75)
O (-2.48, -0.19, -0.57)
O (2.49, -1.70, -0.75)
Br (0.75, -3.52, -2.12)
Br (0.76, -2.83, 1.05)
H (1.56, 1.93, 0.71)
H (1.18, 1.98, 2.51)
H (1.13, 0.44, 1.54)
H (-0.87, 2.76, 1.33)
H (-1.12, 1.02, 1.68)
H (0.12, 1.63, -1.04)
H (-1.69, 1.92, -0.45)
H (-0.77, -0.62, 0.33)
H (-2.85, -1.09, -0.46)
H (3.02, -2.45, -0.54)

Want to see where the charge sits? The Mulliken charges in e are: -0.013 -0.882 -0.776 -0.374 0.737 -0.031 -0.314 -0.585 -0.413 -0.207 -0.148 0.287 0.346 0.180 0.335 0.382 0.281 0.307 0.119 0.365 0.406

Q | Below is a cluster of 2 separate species, C6H10Br2O3 in total, with properties calculated with ωB97M-V/def2-TZVPD.

Output
* HOMO-LUMO gap: 11.2 eV
* SMILES: C[C@H]1COC(=O)O1.BrCCBr
* LUMO level: 0.398 eV
* highest occupied orbital energy: -10.816 eV
* spin multiplicity: 1

Positions of all 21 atoms, in Å:
C (-0.95, 1.95, 0.02)
C (0.20, 1.15, -0.64)
C (-0.28, 0.29, -1.82)
O (0.64, 0.62, -2.86)
C (1.23, 1.81, -2.56)
O (1.81, 2.48, -3.34)
O (1.03, 2.12, -1.29)
H (-1.58, 2.31, -0.79)
H (-0.60, 2.84, 0.54)
H (-1.54, 1.25, 0.61)
H (0.74, 0.48, 0.03)
H (-1.29, 0.43, -2.21)
H (-0.31, -0.77, -1.58)
Br (-2.04, -2.67, 2.62)
C (-0.49, -1.74, 1.88)
C (0.77, -2.57, 2.07)
Br (2.27, -1.46, 1.55)
H (-0.43, -0.78, 2.40)
H (-0.64, -1.38, 0.86)
H (0.60, -3.43, 1.42)
H (0.87, -2.93, 3.09)

Want to see where the charge sits? The Mulliken charges in e are: -1.270 1.006 -0.357 -0.359 0.565 -0.520 -0.397 0.373 0.346 0.338 -0.267 0.247 0.292 -0.138 -0.453 -0.500 -0.167 0.385 0.065 0.385 0.426

Q is the most stable structure; the next one sits 381.4 kJ/mol above it.

P | Below is a cluster of 2 separate species, C2H6NO2 in total, with properties calculated with ωB97M-V/def2-TZVPD.

Output
* charge: -1
* HOMO-LUMO gap: 6.7 eV
* LUMO level: 4.329 eV
* highest occupied orbital energy: -2.331 eV
* spin multiplicity: 1

Positions of all 11 atoms, in Å:
C (1.07, 0.07, 0.66)
C (-1.18, -0.65, 0.22)
N (-0.37, 0.39, 0.53)
O (-0.63, 1.42, -0.39)
O (-2.30, -0.56, -0.21)
H (1.36, -0.96, 0.73)
H (1.69, 0.56, -0.25)
H (1.36, 0.63, 1.57)
H (0.13, -0.34, -2.10)
H (-0.67, -1.52, 0.69)
H (-0.46, 0.97, -1.45)

Want to see where the charge sits? The Mulliken charges in e are: -0.969 -0.086 0.134 -0.687 -0.466 0.296 0.282 0.324 0.238 0.079 -0.146

Q | Below is a cluster of 2 separate species, C2H6NO2 in total, with properties calculated with ωB97M-V/def2-TZVPD.

Output
* charge: -1
* HOMO-LUMO gap: 7.7 eV
* LUMO level: 4.043 eV
* highest occupied orbital energy: -3.657 eV
* spin multiplicity: 1

Positions of all 11 atoms, in Å:
C (-1.62, 1.21, -0.86)
O (-1.44, -0.14, -0.48)
H (-1.31, 1.94, -0.12)
H (-1.14, 1.37, -1.83)
H (-2.70, 1.26, -1.07)
C (1.85, -1.46, 0.92)
N (1.05, -0.41, 0.87)
O (3.02, -1.63, 0.53)
H (1.38, -2.31, 1.47)
H (-0.68, -0.18, 0.15)
H (1.59, 0.35, 0.43)

Want to see where the charge sits? The Mulliken charges in e are: -0.557 -0.542 0.248 0.214 0.195 -0.079 -0.662 -0.725 0.331 0.444 0.132

Q is the most stable structure; the next one sits 406.2 kJ/mol above it.

P | Below is a cluster of 2 separate species, CH4BBrO2 in total, with properties calculated with ωB97M-V/def2-TZVPD.

Output
* HOMO-LUMO gap (spin up / spin down): 5.5 / 5.5 eV
* LUMO level (spin up / spin down): -3.827 / -3.823 eV
* highest occupied orbital energy (spin up / spin down): -9.306 / -9.318 eV
* spin multiplicity: 1

Positions of all 9 atoms, in Å:
B (-0.48, 0.09, 0.08)
C (0.08, -1.10, 0.80)
O (-0.23, 1.35, 0.58)
O (-1.22, -0.02, -1.08)
Br (2.86, 0.11, -0.94)
H (0.65, -0.89, 1.70)
H (0.02, -2.24, 0.68)
H (-0.40, 1.94, -0.15)
H (-1.29, 0.75, -1.66)

Want to see where the charge sits? The Mulliken charges in e are: 0.563 -0.348 -0.433 -0.525 -0.377 0.311 0.268 0.258 0.284

Q | Below is a cluster of 2 separate species, CH4BBrO2 in total, with properties calculated with ωB97M-V/def2-TZVPD.

Output
* HOMO-LUMO gap: 6.9 eV
* LUMO level: -0.090 eV
* highest occupied orbital energy: -7.032 eV
* spin multiplicity: 1

Positions of all 9 atoms, in Å:
B (-1.56, 1.29, 0.04)
C (1.17, -1.29, -0.11)
O (-0.39, 1.55, 0.08)
O (-2.76, 0.80, 0.26)
Br (2.33, 0.24, 0.05)
H (1.71, -1.99, 0.52)
H (1.08, -1.71, -1.13)
H (1.19, 1.22, 0.30)
H (-2.77, -0.11, 0.01)

Want to see where the charge sits? The Mulliken charges in e are: 0.530 -0.781 -0.448 -0.435 0.000 0.169 0.193 0.434 0.337

P is the most stable structure; the next one sits 134.1 kJ/mol above it.

P | Below is a cluster of 2 separate species, C4H10ClNO in total, with properties calculated with ωB97M-V/def2-TZVPD.

Output
* HOMO-LUMO gap (spin up / spin down): 8.0 / 8.0 eV
* LUMO level (spin up / spin down): -0.158 / -0.158 eV
* highest occupied orbital energy (spin up / spin down): -8.188 / -8.188 eV
* spin multiplicity: 1

Positions of all 17 atoms, in Å:
C (1.67, 0.36, 1.67)
C (1.68, -0.41, -0.68)
C (-2.35, -0.70, -1.50)
C (-1.43, 0.15, 0.81)
N (1.13, 0.50, 0.35)
O (-1.82, -0.70, -0.17)
Cl (-2.22, 1.81, 0.52)
H (2.78, 0.67, 1.50)
H (1.09, 1.00, 2.29)
H (1.59, -0.66, 2.15)
H (2.74, -0.62, -0.51)
H (1.14, -1.36, -0.58)
H (1.40, 0.07, -1.69)
H (-2.99, -1.66, -1.55)
H (-1.45, -0.79, -2.12)
H (-2.83, 0.17, -1.78)
H (0.08, 0.53, 0.43)

Want to see where the charge sits? The Mulliken charges in e are: -0.888 -0.804 -0.566 -0.003 -0.395 -0.163 -0.212 0.314 0.340 0.247 0.353 0.257 0.225 0.223 0.252 0.337 0.481

Q | Below is a cluster of 2 separate species, C4H10ClNO in total, with properties calculated with ωB97M-V/def2-TZVPD.

Output
* HOMO-LUMO gap (spin up / spin down): 9.3 / 9.3 eV
* LUMO level (spin up / spin down): 0.604 / 0.604 eV
* highest occupied orbital energy (spin up / spin down): -8.734 / -8.733 eV
* spin multiplicity: 1

Positions of all 17 atoms, in Å:
C (-1.32, -1.26, -0.19)
C (-0.68, 0.54, 1.48)
C (-0.60, 0.07, 0.03)
C (0.83, -0.08, -0.43)
N (1.07, -0.20, -1.75)
O (1.61, 1.93, -0.06)
Cl (1.87, -1.00, 0.56)
H (-2.37, -1.15, 0.06)
H (-0.89, -2.03, 0.44)
H (-1.24, -1.58, -1.23)
H (-1.72, 0.70, 1.76)
H (-0.25, -0.19, 2.15)
H (-0.13, 1.47, 1.57)
H (-1.05, 0.84, -0.61)
H (0.53, 0.41, -2.34)
H (2.05, -0.24, -2.02)
H (2.30, 1.78, 0.59)

Want to see where the charge sits? The Mulliken charges in e are: -1.426 -1.575 0.628 0.287 -0.355 -0.744 -0.133 0.397 0.356 0.393 0.419 0.381 0.365 0.291 0.251 0.233 0.230

Q is the most stable structure; the next one sits 281.8 kJ/mol above it.